1.
{"formula": "C17H28Be2ClLiN2NaO11S", "method": "ωB97M-V/def2-TZVPD", "symbols": ["O", "O", "C", "C", "C", "C", "C", "C", "N", "C", "C", "N", "C", "H", "H", "H", "H", "H", "H", "H", "H", "C", "O", "H", "H", "H", "H", "Be", "C", "O", "O", "O", "Cl", "Be", "C", "C", "C", "O", "H", "H", "H", "H", "H", "H", "H", "Li", "O", "S", "O", "O", "C", "C", "C", "H", "H", "H", "H", "H", "H", "H", "H", "O", "H", "Na"], "xyz": [[2.797, -2.411, -0.039], [1.434, -2.678, -0.266], [0.821, -1.529, -0.879], [-0.141, -0.890, 0.157], [0.046, 0.423, 0.563], [-0.864, 0.970, 1.565], [-1.888, 0.172, 2.080], [-2.129, -1.196, 1.646], [-3.202, -1.880, 2.197], [-3.257, -3.114, 1.689], [-2.321, -3.661, 0.728], [-1.321, -2.994, 0.207], [-1.224, -1.718, 0.666], [2.993, -2.880, 0.788], [0.195, -1.915, -1.709], [1.571, -0.802, -1.243], [0.849, 1.053, 0.152], [-0.740, 1.998, 1.923], [-2.547, 0.610, 2.848], [-4.071, -3.791, 2.028], [-2.467, -4.703, 0.388], [-0.140, -6.606, -0.594], [-0.780, -5.568, -1.349], [-0.534, -7.570, -0.915], [0.937, -6.568, -0.779], [-0.345, -6.466, 0.472], [-0.410, -4.703, -1.044], [-2.367, -4.955, -2.010], [-5.709, -4.127, 4.276], [-6.499, -4.563, 5.103], [-5.932, -4.012, 3.036], [-4.543, -3.719, 4.523], [-4.708, -5.396, -2.221], [-4.945, -0.441, 3.333], [-0.674, 1.962, -3.502], [0.803, 2.131, -3.113], [1.682, 1.543, -4.234], [1.026, 1.417, -1.969], [-0.933, 0.905, -3.634], [-1.327, 2.384, -2.730], [-0.909, 2.474, -4.442], [0.998, 3.219, -3.113], [1.481, 0.480, -4.396], [2.742, 1.658, -4.003], [1.494, 2.062, -5.181], [-2.498, 0.285, -0.326], [1.282, 6.751, 0.664], [2.536, 6.544, 0.004], [2.600, 6.151, -1.370], [3.414, 5.530, 0.874], [2.847, 4.250, 1.195], [2.831, 3.315, 0.000], [3.552, 7.967, 0.228], [1.844, 4.375, 1.613], [3.470, 3.822, 1.980], [2.161, 3.678, -0.778], [2.493, 2.322, 0.292], [3.825, 3.237, -0.441], [3.537, 8.251, 1.277], [3.136, 8.765, -0.385], [4.562, 7.734, -0.100], [1.018, 0.154, 4.489], [0.608, 0.076, 3.625], [1.840, -7.813, 0.158]], "total_energy_ev": -72341.250, "multiplicity": 1, "charge": 1, "mol_weight_g_mol": 551.89, "homo_lumo_gap_ev": 1.72}

---

2.
{"formula": "C4H8S", "method": "ωB97M-V/def2-TZVPD", "symbols": ["C", "C", "C", "C", "S", "H", "H", "H", "H", "H", "H", "H", "H"], "xyz": [[0.925, -0.624, -0.481], [2.022, 0.303, -0.019], [-0.214, -0.232, 0.463], [-1.210, 0.816, 0.248], [-2.853, -0.016, -0.611], [0.596, -0.468, -1.466], [1.144, -1.654, -0.375], [2.568, -0.076, 0.753], [2.046, 1.363, -0.429], [-0.176, -0.750, 1.332], [-0.779, 1.443, -0.503], [-1.531, 1.112, 1.220], [-2.537, -1.218, -0.132]], "de_lowest_kcal_mol": 82.31, "total_energy_ev": -15108.817, "multiplicity": 1, "charge": 0, "mol_weight_g_mol": 88.17, "homo_lumo_gap_ev": [8.00, 8.13]}

---

3.
{"formula": "C33H46As3BHgN9S", "method": "ωB97M-V/def2-TZVPD", "symbols": ["Hg", "N", "C", "S", "N", "N", "C", "C", "C", "C", "C", "C", "N", "H", "H", "H", "H", "H", "H", "H", "C", "As", "C", "C", "C", "C", "C", "As", "C", "C", "C", "As", "C", "C", "H", "H", "H", "H", "H", "H", "H", "H", "H", "H", "H", "H", "H", "H", "H", "H", "H", "H", "H", "H", "H", "H", "H", "H", "H", "H", "H", "B", "N", "C", "C", "C", "N", "N", "C", "C", "C", "N", "H", "H", "H", "H", "H", "H", "H", "H", "N", "C", "C", "C", "C", "C", "C", "C", "C", "C", "H", "H", "H", "H"], "xyz": [[-20.608, -7.939, 8.258], [-22.306, -3.987, 7.491], [-22.477, -5.312, 7.601], [-21.783, -6.048, 9.077], [-23.219, -5.879, 6.657], [-23.055, -7.120, 6.337], [-24.134, -7.761, 6.034], [-24.124, -9.020, 5.317], [-22.945, -9.127, 4.485], [-22.892, -10.187, 3.564], [-24.009, -10.982, 3.461], [-25.102, -10.834, 4.340], [-25.208, -9.845, 5.189], [-21.636, -3.535, 8.159], [-22.706, -3.475, 6.661], [-25.117, -7.367, 6.299], [-22.200, -8.341, 4.536], [-22.078, -10.255, 2.886], [-24.086, -11.852, 2.839], [-25.854, -11.588, 4.395], [-24.020, -9.609, 8.974], [-22.381, -10.043, 9.973], [-23.169, -9.281, 11.590], [-22.635, -12.058, 10.421], [-21.494, -13.090, 10.315], [-22.143, -14.520, 10.468], [-20.882, -13.136, 8.906], [-19.833, -11.537, 8.193], [-18.262, -11.801, 9.367], [-19.138, -12.718, 6.725], [-20.426, -12.977, 11.436], [-20.940, -13.160, 13.461], [-19.293, -12.376, 14.114], [-20.405, -15.113, 13.876], [-24.875, -10.175, 9.224], [-23.859, -9.742, 7.878], [-24.312, -8.600, 9.176], [-24.139, -9.766, 11.791], [-23.434, -8.252, 11.355], [-22.536, -9.351, 12.463], [-23.497, -12.382, 9.856], [-22.890, -12.016, 11.527], [-22.871, -14.805, 9.707], [-22.670, -14.546, 11.468], [-21.356, -15.307, 10.481], [-21.715, -13.185, 8.176], [-20.200, -14.022, 8.820], [-18.236, -12.885, 9.689], [-18.341, -11.184, 10.249], [-17.334, -11.548, 8.789], [-18.426, -13.386, 7.245], [-18.694, -12.043, 6.002], [-19.933, -13.325, 6.241], [-20.021, -11.942, 11.472], [-19.544, -13.644, 11.372], [-19.433, -11.320, 14.111], [-18.395, -12.594, 13.472], [-19.226, -12.760, 15.142], [-21.288, -15.710, 13.558], [-20.079, -15.240, 14.932], [-19.575, -15.391, 13.233], [-17.570, -5.146, 10.371], [-17.297, -6.413, 11.192], [-17.312, -7.770, 10.867], [-16.700, -8.478, 11.924], [-16.436, -7.486, 12.856], [-16.775, -6.254, 12.404], [-18.320, -5.065, 8.995], [-18.664, -3.854, 8.375], [-18.802, -4.055, 7.016], [-18.396, -5.406, 6.825], [-18.124, -5.995, 7.985], [-18.273, -4.457, 11.032], [-16.516, -4.558, 10.099], [-17.732, -8.098, 9.913], [-16.579, -9.555, 12.000], [-15.993, -7.621, 13.844], [-18.895, -2.975, 8.989], [-19.243, -3.337, 6.323], [-18.301, -6.051, 5.990], [-15.983, -8.934, 0.012], [-16.425, -8.945, 1.081], [-17.065, -8.935, 2.348], [-18.295, -9.646, 2.467], [-18.810, -9.828, 3.758], [-18.172, -9.313, 4.939], [-16.955, -8.606, 4.735], [-16.441, -8.361, 3.508], [-18.806, -9.323, 6.164], [-19.380, -9.339, 7.297], [-18.694, -10.146, 1.573], [-19.726, -10.408, 3.883], [-16.540, -8.205, 5.690], [-15.549, -7.781, 3.385]], "de_lowest_kcal_mol": 30.28, "s_squared": 0.78, "total_energy_ev": -246575.000, "multiplicity": 2, "charge": -2, "mol_weight_g_mol": 1037.03, "homo_lumo_gap_ev": [3.74, 5.73]}